No. 1
ORCA calculation (wB97M-V/def2-TZVPD) on the ion C9H16F2N4 with charge +2 at a distorted geometry.

Summary:
Highest occupied orbital energy (spin up / spin down): -13.115 / -17.340 eV
2S+1: 3
Orbital gap (spin up / spin down): 0.2529 / 0.1686 Eh
DFT total energy: -770.44969 hartree
<S²>: 2.015
Total charge: +2

Structure (XYZ):
```
31
Properties=species:S:1:pos:R:3:forces:R:3
C -3.545 -1.928 -0.392 -1.0 1.2 -0.2
C -4.048 0.466 -0.042 3.3 -0.2 -0.2
C 3.720 0.371 -0.031 2.4 -1.1 1.7
C 2.884 -0.620 -0.849 -0.1 0.5 -0.1
C 3.069 0.869 1.256 -3.5 -2.7 -0.4
C 1.373 -0.648 -0.816 0.9 -0.5 0.2
C 1.637 1.360 0.774 2.5 -0.3 0.5
C 0.787 0.170 0.380 -1.2 1.6 1.8
C -1.624 0.398 0.440 -3.7 -0.5 0.5
N -2.759 0.915 -0.086 -0.9 2.3 0.3
N -2.339 -1.716 -0.658 -0.4 1.1 -0.3
N -4.393 -0.803 -0.036 1.8 -1.7 -0.1
N -0.458 0.694 -0.085 1.7 1.7 -2.7
F -4.911 1.402 0.005 -1.4 0.7 0.0
F -1.795 -0.387 1.476 0.9 0.0 0.2
H -4.128 -2.845 -0.475 0.1 0.1 0.1
H 4.787 -0.072 0.144 -1.6 0.7 0.1
H 3.961 1.243 -0.546 0.4 1.4 -2.1
H 3.190 -0.505 -1.914 0.1 -0.5 0.8
H 3.179 -1.546 -0.222 -0.2 0.6 -0.9
H 2.790 -0.093 1.910 1.2 2.5 -0.4
H 3.579 1.741 1.685 0.4 -0.8 0.3
H 0.812 -0.423 -1.704 0.5 0.6 -0.8
H 1.114 -1.675 -0.685 -0.8 -1.0 0.7
H 1.254 1.975 1.589 -0.7 -0.4 0.2
H 1.728 2.040 -0.066 0.2 0.2 -0.4
H 0.546 -0.378 1.304 0.4 -0.5 -0.6
H -2.769 1.966 -0.205 0.2 -1.3 -0.2
H -1.858 -2.452 -1.110 0.4 -1.4 -0.1
H -5.343 -0.971 -0.166 -2.1 -0.4 0.2
H -0.441 1.450 -0.876 -0.1 -1.9 2.0
```
Forces are in eV/Å.

Löwdin population analysis, charges in e, atoms 1 to 8: -0.131 -0.339 -0.160 -0.059 -0.104 -0.054 -0.126 -0.269

=====

No. 2
ORCA calculation (wB97M-V/def2-TZVPD) on the molecule C26H28Cl2N4O4.

Summary:
Highest occupied orbital energy: -7.539 eV
2S+1: 1
Orbital gap: 0.2952 Eh
DFT total energy: -2447.93950 hartree
Relative energy (zero: lowest compared OMol25 entry of this formula, charge and spin): 3.9 kcal per mole

Structure (XYZ):
```
64
Properties=species:S:1:pos:R:3:forces:R:3
C 7.531 2.033 0.889 0.2 -0.1 -0.2
C 7.158 0.855 0.014 0.1 0.2 0.2
O 7.939 0.378 -0.787 0.3 0.0 -0.2
N 5.914 0.340 0.180 -0.3 -0.3 0.0
C 4.852 0.868 1.002 -0.3 0.3 0.0
H 5.204 1.697 1.611 0.0 0.0 0.0
C 3.683 1.328 0.109 0.2 0.0 0.4
N 3.210 0.234 -0.712 0.1 0.3 -0.4
C 2.237 -0.627 -0.214 -0.4 -0.2 0.1
C 2.265 -2.012 -0.414 0.1 0.2 0.0
C 1.238 -2.820 0.024 -0.4 0.0 0.2
C 0.138 -2.292 0.696 0.3 -0.1 -0.1
C 0.101 -0.920 0.909 -0.2 -0.3 0.2
C 1.123 -0.111 0.453 0.2 -0.1 0.0
H 1.029 0.951 0.614 0.0 0.1 0.0
H -0.720 -0.444 1.422 -0.1 0.0 0.0
O -0.797 -3.212 1.114 0.3 -0.1 -0.2
C -2.063 -2.795 1.556 -0.5 0.2 0.1
C -3.143 -2.882 0.453 0.4 -0.2 -0.1
H -3.566 -3.891 0.427 0.1 0.1 0.0
O -4.208 -1.987 0.735 -0.3 0.1 -0.1
C -4.173 -0.952 -0.226 -0.4 0.2 0.1
C -3.307 0.227 0.216 0.1 -0.3 0.0
C -2.447 0.816 -0.703 -0.1 0.0 0.2
C -1.644 1.885 -0.358 0.0 0.1 0.1
C -1.699 2.376 0.936 -0.2 -0.3 -0.2
C -2.564 1.828 1.868 0.0 0.0 0.0
C -3.373 0.763 1.499 0.3 0.1 -0.3
Cl -4.461 0.125 2.679 -0.2 0.1 0.3
H -2.619 2.222 2.870 0.0 0.0 0.1
Cl -0.679 3.685 1.401 0.2 0.2 0.1
H -0.982 2.327 -1.085 0.1 0.1 -0.1
H -2.416 0.424 -1.708 0.0 0.0 -0.1
O -3.656 -1.548 -1.388 -0.4 0.3 -0.1
C -2.661 -2.448 -0.949 0.4 -0.2 0.2
H -2.615 -3.274 -1.658 0.0 0.1 0.0
H -1.686 -1.950 -0.899 -0.1 -0.1 -0.1
C -5.619 -0.469 -0.498 0.4 -0.7 0.2
N -5.630 0.823 -1.111 -0.2 0.2 -0.2
C -5.303 1.115 -2.395 0.0 -0.1 -0.1
N -5.275 2.399 -2.614 0.2 0.1 -0.6
C -5.584 2.982 -1.426 0.0 0.0 0.3
C -5.799 2.025 -0.479 -0.1 0.3 0.1
H -6.063 2.089 0.557 -0.1 0.0 0.2
H -5.636 4.048 -1.332 0.0 0.2 0.1
H -5.103 0.357 -3.124 0.0 -0.3 -0.1
H -6.147 -0.436 0.456 0.0 0.0 -0.1
H -6.095 -1.204 -1.152 0.0 0.1 0.1
H -2.341 -3.469 2.371 0.1 0.1 0.0
H -2.050 -1.776 1.951 0.0 -0.1 0.0
H 1.276 -3.886 -0.136 0.0 -0.1 0.0
H 3.095 -2.483 -0.916 0.1 0.0 0.0
C 4.294 -0.275 -1.527 0.2 -0.2 0.1
H 3.934 -1.071 -2.177 0.0 0.0 0.0
C 5.472 -0.751 -0.668 0.0 -0.1 -0.4
H 6.316 -1.052 -1.291 -0.1 0.0 0.1
H 5.164 -1.590 -0.034 0.0 0.0 0.0
H 4.637 0.549 -2.162 0.0 -0.1 0.0
H 2.884 1.717 0.735 0.0 0.0 -0.1
H 4.029 2.127 -0.555 0.0 0.0 0.1
H 4.492 0.071 1.665 0.0 0.1 0.0
H 6.905 2.895 0.669 -0.1 0.1 0.1
H 8.566 2.288 0.677 0.0 0.0 0.0
H 7.439 1.778 1.943 -0.1 0.1 0.1
```
Forces are in eV/Å.

Löwdin population analysis, charges in e, atoms 1 to 8: 0.001 -0.504 0.044 -0.067 -0.120 0.111 -0.131 -0.105

=====

No. 3
ORCA calculation (wB97M-V/def2-TZVPD) on a cluster of 6 separate species, C32H84N12O10P4 in total at a distorted geometry.

Summary:
Highest occupied orbital energy: -8.246 eV
2S+1: 1
Orbital gap: 0.3139 Eh
DFT total energy: -4044.72849 hartree
Relative energy (zero: lowest compared OMol25 entry of this formula, charge and spin): 0.0 kcal per mole

Structure (XYZ):
```
142
Properties=species:S:1:pos:R:3:forces:R:3
C -1.582 -1.937 1.394 -0.7 0.2 0.6
C -1.776 -2.654 0.087 1.1 -0.2 -0.8
C -0.720 -2.274 -0.999 -0.1 -1.7 0.4
O -0.313 -3.579 -1.548 -0.4 0.9 0.4
C -0.724 -4.543 -0.712 -0.2 0.5 0.5
O -0.416 -5.676 -0.758 0.5 -1.2 -0.4
O -1.526 -4.062 0.266 -0.4 0.5 0.0
H -0.764 -2.313 2.007 0.3 -0.2 -0.5
H -2.455 -2.029 2.049 0.0 0.1 -0.2
H -1.391 -0.881 1.238 -0.1 0.3 0.0
H -2.759 -2.534 -0.379 -0.2 0.0 0.5
H 0.165 -1.861 -0.520 -0.1 0.5 -0.4
H -1.158 -1.742 -1.829 0.3 0.6 0.0
C -6.622 -6.987 -0.083 0.3 0.2 0.2
C -5.608 -6.215 -0.912 0.5 0.5 -0.4
C -4.152 -6.210 -0.422 -0.1 -1.7 0.9
O -3.346 -6.455 -1.604 -0.6 1.0 1.0
C -4.193 -6.563 -2.649 -0.6 0.0 1.7
O -3.901 -6.432 -3.766 0.9 -0.1 -2.4
O -5.455 -6.803 -2.229 -0.5 0.2 0.6
H -7.578 -6.470 -0.044 -0.2 -0.3 -0.4
H -6.336 -7.083 0.968 0.3 0.0 -0.1
H -6.684 -7.990 -0.503 -0.3 0.0 0.0
H -5.922 -5.178 -1.091 -0.2 -0.2 0.1
H -4.019 -7.049 0.277 0.2 -0.1 -0.4
H -3.861 -5.359 0.194 0.2 0.4 -0.8
O 5.448 -4.879 -2.312 0.1 -0.1 0.2
P 5.217 -3.706 -1.447 0.0 0.3 -0.3
N 6.040 -3.667 0.012 -0.1 0.3 0.1
C 7.487 -3.404 -0.010 -0.8 0.3 -1.2
C 5.620 -4.691 0.968 0.7 -0.4 0.1
N 3.600 -3.563 -1.086 -0.5 -0.7 1.4
C 3.183 -2.369 -0.356 1.1 1.0 -0.4
C 2.837 -4.814 -0.770 0.2 0.8 -1.5
N 5.719 -2.302 -2.189 0.2 -0.6 -0.1
C 5.637 -0.981 -1.606 0.2 -0.3 -0.1
C 6.011 -2.442 -3.627 -0.4 0.6 0.6
H 7.674 -2.593 -0.721 -0.1 0.0 0.2
H 7.989 -4.266 -0.469 0.4 0.0 0.8
H 7.822 -3.043 0.958 0.3 -0.5 0.2
H 4.912 -5.393 0.532 -0.2 0.2 0.1
H 5.239 -4.273 1.903 -0.2 0.1 -0.1
H 6.487 -5.315 1.221 -0.1 0.1 0.0
H 3.892 -2.063 0.422 0.0 -0.5 0.1
H 3.265 -1.542 -1.066 -0.7 0.1 0.2
H 2.216 -2.363 0.135 -0.3 -0.5 -0.4
H 3.492 -5.670 -0.911 -0.1 -0.1 0.1
H 2.363 -4.800 0.207 0.2 0.1 0.2
H 2.069 -4.864 -1.541 -0.3 -0.4 0.3
H 6.513 -0.422 -1.942 -0.1 0.2 0.2
H 4.719 -0.432 -1.849 0.2 0.0 -0.3
H 5.650 -1.100 -0.522 0.2 0.2 0.0
H 5.059 -2.365 -4.157 0.3 -0.2 -0.5
H 6.521 -3.384 -3.779 -0.3 -0.2 -0.3
H 6.687 -1.650 -3.959 -0.1 0.2 0.2
O 0.594 1.572 -3.302 0.4 0.3 0.6
P -0.635 2.087 -3.912 -0.4 -0.7 -1.0
N -1.022 1.359 -5.354 -0.8 -0.4 0.2
C -0.393 1.818 -6.574 -0.3 -0.9 -0.9
C -1.704 0.045 -5.419 -0.1 0.8 -1.2
N -0.570 3.693 -4.300 0.9 1.6 0.1
C -1.744 4.392 -4.779 -0.1 -0.8 -1.4
C 0.709 4.320 -4.741 -0.3 -0.9 0.5
N -2.005 1.806 -3.017 0.0 0.0 0.3
C -3.361 1.959 -3.552 0.4 -0.7 0.1
C -1.941 2.151 -1.606 -0.6 0.2 0.9
H -0.826 1.267 -7.417 0.0 -0.1 0.2
H 0.671 1.559 -6.609 0.1 0.5 0.0
H -0.619 2.846 -6.859 0.4 0.2 0.5
H -1.705 -0.506 -4.486 0.1 0.1 0.1
H -1.270 -0.552 -6.226 0.4 -0.2 0.4
H -2.729 0.213 -5.792 0.0 -0.2 0.5
H -2.619 4.136 -4.198 -0.1 0.5 0.2
H -1.572 5.453 -4.928 0.0 0.2 0.8
H -1.959 4.060 -5.814 -0.2 -0.1 0.2
H 0.563 5.015 -5.567 -0.3 -0.3 -0.2
H 1.186 4.899 -3.946 0.0 -0.3 0.1
H 1.334 3.483 -5.059 0.5 0.5 0.0
H -3.790 2.901 -3.208 -0.3 -0.1 -0.1
H -3.351 1.878 -4.635 0.0 0.4 0.0
H -3.957 1.110 -3.205 -0.2 0.2 0.2
H -2.876 1.876 -1.103 -0.2 0.2 -0.4
H -1.791 3.229 -1.444 0.0 -0.1 0.0
H -1.235 1.623 -0.976 0.7 -0.2 -0.7
O -3.188 0.546 3.970 -0.4 -0.4 -0.1
P -3.604 1.950 4.066 -0.1 1.3 0.0
N -4.367 2.510 2.673 1.1 -1.2 0.5
C -5.001 3.774 2.713 -1.3 0.8 -0.2
C -4.917 1.519 1.798 -0.4 -0.4 -0.9
N -2.401 3.082 4.254 0.1 0.6 0.3
C -1.671 3.486 3.072 0.0 -0.6 -1.1
C -1.517 2.980 5.409 0.4 -1.0 -0.5
N -4.637 2.327 5.322 0.4 -0.3 0.6
C -5.858 1.508 5.428 0.7 0.4 -0.9
C -4.637 3.587 6.047 -1.4 0.4 -0.1
H -5.112 4.192 1.708 0.2 0.0 -0.1
H -4.491 4.515 3.321 0.4 -0.1 0.0
H -6.026 3.705 3.115 0.0 0.0 0.0
H -4.910 1.841 0.748 0.1 0.2 0.1
H -5.967 1.266 2.013 0.1 0.0 0.2
H -4.324 0.610 1.848 0.0 0.0 0.2
H -2.368 3.664 2.254 0.0 0.1 0.0
H -1.078 4.394 3.191 0.0 0.0 0.5
H -1.018 2.671 2.723 0.2 0.2 0.1
H -1.097 3.956 5.652 -0.3 0.1 0.3
H -2.019 2.471 6.230 0.0 0.4 0.2
H -0.668 2.322 5.158 0.0 0.1 0.0
H -6.620 1.822 4.695 0.0 0.1 0.3
H -5.577 0.491 5.143 -0.2 -0.1 0.5
H -6.254 1.602 6.435 0.0 -0.3 0.0
H -5.201 4.356 5.494 0.3 0.1 0.0
H -3.681 4.008 6.336 0.2 -0.3 -0.3
H -5.226 3.476 6.966 0.2 -0.3 0.0
O 1.337 0.742 2.287 0.1 -0.3 0.8
P 2.370 1.742 1.982 0.9 0.1 -2.0
N 3.921 1.146 1.852 -0.1 -0.7 0.2
C 4.369 -0.182 2.228 0.6 0.2 0.8
C 4.952 1.991 1.302 -0.1 0.4 -0.1
N 2.441 3.064 2.965 -0.8 0.5 -0.4
C 2.342 2.895 4.385 0.3 -1.2 0.5
C 2.914 4.377 2.585 0.2 0.5 -0.2
N 2.208 2.445 0.454 -0.3 -0.1 -0.5
C 0.876 3.019 0.240 0.3 0.2 3.5
C 2.656 1.727 -0.738 0.7 -0.1 0.1
H 4.929 -0.698 1.441 -0.5 0.0 -0.3
H 3.548 -0.770 2.634 -0.1 -0.1 -0.4
H 5.130 -0.128 3.031 -0.3 0.2 0.0
H 5.210 1.695 0.278 0.3 -0.2 0.2
H 5.832 1.999 1.948 0.1 0.0 -0.1
H 4.578 3.009 1.204 0.1 0.0 0.1
H 1.510 3.441 4.826 0.2 0.4 0.1
H 2.173 1.845 4.646 -0.2 0.0 -0.3
H 3.317 3.106 4.836 -0.2 0.5 0.3
H 2.989 4.531 1.511 0.0 -0.4 -0.1
H 2.236 5.173 2.917 0.0 -0.2 0.3
H 3.911 4.546 3.013 -0.1 0.2 0.0
H 0.733 3.756 -0.537 0.2 -0.4 -0.6
H 0.133 2.249 0.434 -0.4 -0.2 -1.2
H 0.738 3.539 1.208 -0.3 0.7 -0.5
H 3.489 1.050 -0.548 0.0 0.1 0.3
H 3.043 2.499 -1.407 -0.3 -0.3 -0.5
H 1.893 1.104 -1.206 -0.3 0.4 -0.1
```
Forces are in eV/Å.

Löwdin population analysis, charges in e, atoms 1 to 8: -0.019 -0.298 -0.029 0.056 -0.611 0.168 0.055 0.097

=====

No. 4
ORCA calculation (wB97M-V/def2-TZVPD) on a structure of composition C57H56F9N5O5Ti at a distorted geometry.

Summary:
Highest occupied orbital energy: -8.041 eV
2S+1: 1
Orbital gap: 0.2307 Eh
DFT total energy: -4603.97579 hartree

Structure (XYZ):
```
133
Properties=species:S:1:pos:R:3:forces:R:3
Ti 0.622 0.173 -0.497 0.0 -1.9 0.4
O -2.962 -3.329 2.896 0.1 0.1 0.1
C -3.535 -2.240 2.725 0.0 0.4 -0.5
O -4.704 -1.858 2.872 0.1 -0.2 0.1
C -2.612 -1.113 2.172 -0.2 -0.1 0.6
C -1.365 -0.864 2.733 0.4 -0.1 -0.3
C -0.581 0.159 2.236 -0.4 0.0 0.2
N -0.905 0.789 1.058 0.1 -0.1 0.1
C -2.238 0.805 0.785 0.1 -0.1 0.2
C -3.102 -0.121 1.338 0.0 -0.1 -0.1
C -2.835 1.989 0.104 0.0 0.4 0.0
C -4.132 1.953 -0.414 -0.1 0.0 -0.1
C -4.757 3.139 -0.750 0.0 0.0 0.0
C -4.077 4.331 -0.565 0.0 0.0 0.0
C -2.776 4.267 -0.093 0.0 0.0 -0.1
N -2.161 3.134 0.226 0.0 -0.2 0.1
C 0.296 0.931 3.164 0.1 0.3 0.1
C 0.454 0.543 4.497 0.1 -0.1 -0.1
C 0.954 1.458 5.402 0.0 -0.1 0.0
C 1.297 2.727 4.964 0.0 0.0 0.1
C 1.120 3.020 3.621 0.1 0.0 -0.1
N 0.622 2.155 2.747 0.1 -0.1 -0.1
H -1.046 -1.445 3.587 -0.1 0.0 0.0
H -4.168 -0.094 1.160 0.0 0.0 0.1
H -4.664 1.019 -0.542 0.0 0.1 0.0
H -5.772 3.136 -1.124 0.0 0.0 0.0
H -4.550 5.282 -0.774 0.1 0.0 0.0
H -2.195 5.169 0.053 0.0 0.0 0.0
H 0.180 -0.448 4.827 0.0 0.0 0.0
H 1.062 1.183 6.444 0.0 0.0 0.0
H 1.683 3.469 5.651 0.0 0.0 0.0
H 1.367 3.998 3.218 0.0 0.0 0.1
C 2.043 0.149 -5.874 0.1 0.1 0.1
C 2.815 0.485 -4.589 0.0 -0.2 -0.1
C 3.461 -0.741 -3.988 -0.1 0.1 0.2
C 4.643 -1.221 -4.541 0.1 0.0 0.0
C 5.178 -2.433 -4.140 0.0 0.0 0.0
C 4.500 -3.204 -3.211 0.0 0.0 0.0
C 3.322 -2.755 -2.627 -0.1 0.0 0.1
C 2.530 -3.675 -1.724 0.0 0.0 -0.2
C 1.668 -4.655 -2.530 0.1 0.0 0.1
C 2.855 -1.480 -2.966 0.3 -0.2 0.0
N 1.611 -1.026 -2.392 -0.6 0.1 0.0
C 0.633 -1.443 -3.123 0.2 0.0 -0.1
C -0.701 -1.165 -2.845 -0.4 0.1 -0.2
C -1.812 -1.583 -3.572 0.2 0.1 -0.1
C -2.917 -1.116 -2.872 0.0 0.1 0.0
C -2.414 -0.437 -1.768 -0.2 0.0 -0.1
N -1.062 -0.429 -1.736 0.2 0.1 -0.1
H 1.757 1.066 -6.392 0.0 0.0 0.0
H 1.132 -0.411 -5.654 0.0 0.0 0.0
H 2.656 -0.451 -6.548 0.0 0.0 0.0
H 2.133 0.940 -3.876 0.0 0.2 0.1
H 3.592 1.207 -4.836 0.0 0.1 0.1
H 5.136 -0.642 -5.316 0.0 0.0 0.0
H 6.102 -2.793 -4.575 0.0 0.0 0.0
H 4.883 -4.182 -2.936 0.0 0.0 0.0
H 1.894 -3.091 -1.059 0.1 -0.1 0.1
H 3.214 -4.255 -1.105 0.0 0.0 0.0
H 0.890 -4.137 -3.095 0.0 0.0 0.0
H 1.180 -5.366 -1.861 0.0 0.0 -0.1
H 2.286 -5.209 -3.239 0.0 0.0 0.0
H 0.835 -2.049 -4.004 0.0 0.0 0.0
H -1.790 -2.157 -4.487 0.0 0.0 0.0
H -3.958 -1.240 -3.122 0.0 0.0 0.1
H -3.019 0.036 -1.031 0.1 -0.2 -0.2
C -0.390 -8.618 0.222 0.0 0.0 0.0
C -0.543 -7.124 0.175 0.0 0.0 0.0
C -0.051 -6.319 1.188 0.0 0.0 0.0
C -0.165 -4.935 1.150 -0.1 0.2 -0.2
C 0.222 -4.156 2.365 -0.2 0.0 0.1
C -0.789 -4.334 0.037 0.1 -0.3 0.2
C -0.909 -2.890 -0.160 -0.3 0.2 -0.3
O -0.103 -2.016 0.149 0.4 -0.3 0.3
C -1.364 -5.152 -0.966 0.0 0.2 0.0
C -2.107 -4.571 -2.141 0.0 -0.1 0.0
C -1.212 -6.521 -0.888 0.0 -0.1 0.0
H 0.151 -8.929 1.115 0.0 0.0 0.0
H 0.153 -8.974 -0.655 0.0 0.0 0.0
H -1.366 -9.105 0.223 0.0 0.0 0.0
H 0.419 -6.777 2.052 0.0 0.0 0.0
H 1.043 -4.632 2.901 0.0 0.0 0.0
H -0.661 -4.130 3.010 0.0 0.1 0.0
H 0.489 -3.139 2.123 0.0 0.1 0.0
H -1.810 -2.582 -0.713 0.1 0.0 0.0
H -1.491 -3.873 -2.706 -0.1 -0.1 0.0
H -2.999 -4.032 -1.812 0.0 0.0 -0.1
H -2.427 -5.364 -2.815 0.0 0.0 0.0
H -1.632 -7.148 -1.668 0.0 0.0 0.0
F 5.627 -0.887 0.721 -0.1 -0.2 0.0
C 4.395 -1.110 0.258 0.0 0.0 -0.3
F 4.247 -0.358 -0.837 0.0 0.0 0.1
F 4.380 -2.395 -0.092 -0.1 0.2 -0.1
C 3.210 -0.759 1.255 0.4 0.1 0.1
O 2.017 -0.581 0.590 0.0 0.8 -0.2
C 3.641 0.544 2.074 -0.1 0.2 0.0
F 3.204 0.513 3.334 -0.4 0.0 0.0
F 3.118 1.597 1.453 -0.5 -0.1 0.2
F 4.952 0.768 2.187 0.0 -0.1 0.0
C 3.075 -1.950 2.247 -0.1 0.0 0.0
F 2.744 -3.073 1.614 0.2 0.1 0.1
F 2.135 -1.723 3.170 0.1 -0.1 -0.1
F 4.247 -2.143 2.876 -0.1 0.0 0.0
C 0.226 4.102 -4.110 -0.1 0.1 0.0
C -0.618 3.743 -2.875 0.1 -0.2 -0.1
C -1.219 2.370 -3.077 0.0 0.1 0.1
C 0.277 3.981 -1.659 -0.2 -0.5 0.0
C 0.279 5.303 -1.234 0.0 0.2 0.2
C 1.252 5.805 -0.394 0.0 0.0 0.0
C 2.386 5.038 -0.230 -0.1 0.0 0.1
C 2.481 3.731 -0.699 -0.1 -0.3 -0.1
C 3.932 3.346 -1.047 0.0 -0.3 0.3
C 4.895 2.974 0.086 0.0 0.2 -0.1
C 3.992 2.357 -2.192 0.1 0.1 -0.1
C 1.270 3.103 -1.144 0.4 1.1 0.0
O 1.088 1.725 -1.108 0.3 0.8 -0.3
H -0.394 4.086 -5.010 0.0 0.0 0.0
H 1.035 3.377 -4.232 0.0 0.0 0.0
H 0.669 5.095 -4.013 0.0 0.0 0.0
H -1.438 4.462 -2.805 0.0 0.0 0.1
H -0.440 1.634 -3.253 0.0 -0.2 0.0
H -1.882 2.375 -3.944 0.0 0.0 0.0
H -1.798 2.082 -2.210 -0.1 -0.2 0.0
H -0.490 5.967 -1.614 -0.1 -0.1 0.0
H 1.197 6.815 -0.007 0.0 0.0 0.0
H 3.284 5.484 0.186 0.0 0.0 0.0
H 4.314 4.288 -1.447 -0.1 0.0 0.0
H 5.014 1.899 0.155 0.0 0.0 0.0
H 4.558 3.360 1.047 0.1 0.0 0.0
H 5.883 3.389 -0.124 0.0 0.0 0.0
H 5.022 2.055 -2.393 0.0 0.0 0.0
H 3.590 2.828 -3.088 -0.1 -0.1 -0.1
H 3.414 1.468 -1.973 0.0 -0.2 -0.1
```
Forces are in eV/Å.

Löwdin population analysis, charges in e, atoms 1 to 8: 1.283 -0.009 -0.680 -0.003 -0.049 0.043 -0.191 0.077